Formula: C42H49BBaN13O
Source: OMol25
Level of theory: ωB97M-V/def2-TZVPD

## Properties
Multiplicity = 2
Energy above the lowest of the compared OMol25 structures with the same formula, charge and spin = 0.825 eV
HOMO-LUMO gap (alpha / beta) = 4.104 / 2.292 eV
Net charge = +2
<S²> = 0.825

Each line ends with the Löwdin charge.
CARTESIAN COORDINATES (ANGSTROEM)
Ba  -0.077  -0.088  0.367  1.7539
C  -2.574  -1.740  -2.972  -0.0194
C  -1.451  -2.623  -2.505  -0.3376
C  -1.307  -4.055  -2.641  -0.0035
C  -0.093  -4.367  -2.039  -0.0723
N  0.480  -3.199  -1.561  0.0061
N  -0.430  -2.179  -1.768  -0.0107
B  1.942  -3.200  -0.907  -0.5952
N  2.737  -1.842  -1.199  0.0139
C  3.884  -1.680  -1.959  -0.0363
C  4.291  -0.358  -1.912  -0.0134
C  3.301  0.283  -1.115  -0.3532
C  3.121  1.771  -0.883  -0.0417
N  2.388  -0.631  -0.694  -0.1031
N  1.768  -3.393  0.623  0.0160
C  2.271  -4.339  1.495  -0.0432
C  1.827  -4.083  2.787  -0.0166
C  1.068  -2.887  2.680  -0.3694
C  0.476  -2.087  3.825  -0.0411
N  1.051  -2.465  1.388  -0.0589
N  2.761  -4.471  -1.348  -0.0047
C  2.827  -5.119  -2.562  -0.0821
C  4.106  -5.630  -2.712  -0.0027
C  4.841  -5.253  -1.502  -0.3610
C  6.124  -5.761  -1.032  -0.0454
N  4.003  -4.637  -0.686  0.0785
H  -3.305  -1.656  -2.239  0.0299
H  -2.975  -2.240  -3.847  0.0846
H  -2.140  -0.776  -3.342  0.0837
H  -1.960  -4.665  -3.225  0.0948
H  0.332  -5.351  -1.897  0.1181
H  4.491  -2.485  -2.421  0.1336
H  5.158  0.136  -2.336  0.1098
H  2.093  1.944  -0.473  0.0288
H  3.276  2.473  -1.725  0.0899
H  3.962  2.137  -0.218  0.0922
H  2.957  -5.131  1.143  0.1172
H  2.045  -4.611  3.713  0.1076
H  1.108  -1.244  4.150  0.0487
H  0.461  -2.829  4.630  0.0892
H  -0.517  -1.636  3.520  0.0657
H  2.060  -5.069  -3.329  0.1153
H  4.538  -6.178  -3.508  0.0875
H  6.006  -6.035  0.038  0.0934
H  6.914  -4.973  -1.184  0.0947
H  6.516  -6.554  -1.674  0.0818
C  5.133  1.065  4.032  0.0332
C  4.728  0.251  2.964  -0.0043
C  3.419  0.200  2.542  0.0627
C  2.482  1.106  3.183  -0.2210
C  2.969  1.997  4.115  0.0194
C  4.248  1.965  4.588  -0.0049
N  1.153  0.985  2.881  0.0593
N  0.339  1.532  3.759  0.1433
C  -0.960  1.902  3.418  -0.3074
C  -1.680  2.518  4.457  0.0600
C  -2.959  3.049  4.200  -0.0042
C  -3.541  2.724  2.992  0.0267
C  -2.718  2.147  1.990  -0.0975
N  -1.527  1.626  2.212  0.0228
H  6.122  0.996  4.439  0.1337
H  5.464  -0.400  2.436  0.1502
H  3.119  -0.485  1.783  0.0937
H  2.215  2.657  4.526  0.1260
H  4.568  2.546  5.445  0.1375
H  -1.232  2.612  5.476  0.1473
H  -3.380  3.849  4.803  0.1342
H  -4.524  3.056  2.717  0.1234
H  -3.068  2.040  0.962  0.1101
C  -4.279  6.439  -3.807  -0.0325
C  -3.114  5.679  -3.340  -0.2608
C  -2.296  6.159  -2.277  0.0212
C  -1.283  5.352  -1.709  -0.1832
C  -0.379  5.936  -0.654  -0.0473
C  -1.059  4.019  -2.208  -0.1176
C  -0.382  3.107  -1.373  -0.2283
O  -0.594  1.902  -1.273  -0.2195
C  -1.726  3.642  -3.403  -0.1778
C  -1.404  2.443  -4.212  -0.0266
C  -2.798  4.434  -3.801  -0.0091
H  -4.932  5.762  -4.362  0.0912
H  -3.996  7.378  -4.323  0.1143
H  -4.865  6.725  -2.960  0.0796
H  -2.666  7.083  -1.730  0.1492
H  -0.240  6.981  -0.900  0.0862
H  0.606  5.413  -0.581  0.0814
H  -0.827  5.949  0.339  0.0839
H  0.395  3.572  -0.691  0.1195
H  -2.059  1.633  -3.915  0.0756
H  -0.380  2.088  -4.205  0.0927
H  -1.629  2.630  -5.272  0.1001
H  -3.396  4.036  -4.629  0.1340
C  -6.381  -0.062  -0.169  -0.0218
C  -5.168  -0.660  0.464  -0.2907
C  -5.034  -1.696  1.408  0.0491
C  -3.623  -1.875  1.576  -0.3703
N  -2.937  -0.975  0.870  -0.0214
N  -3.896  -0.249  0.158  -0.0091
C  -2.902  -2.859  2.347  -0.0377
H  -6.334  1.026  -0.042  0.0751
H  -7.310  -0.433  0.297  0.0963
H  -6.401  -0.168  -1.286  0.1005
H  -5.805  -2.280  1.877  0.1146
H  -3.599  0.093  -0.772  0.1539
H  -3.045  -3.926  2.029  0.1171
H  -3.145  -2.772  3.454  0.1168
H  -1.843  -2.684  2.211  0.0330

Atoms 1-6, force components in eV/Å:
Ba -0.379 -1.390 -0.652
C 2.570 -0.129 -1.787
C 1.149 -1.874 1.335
C 0.726 1.655 0.079
C -0.755 1.078 -0.091
N -1.122 -1.466 -0.491